Here is a cluster of 2 separate species, C2H4OS in total from the Open Molecules 2025 dataset. Energies are from ωB97M-V/def2-TZVPD.

Output
**LUMO level (alpha / beta)**: -1.585 / -1.586 eV
**Energy above the lowest of the compared OMol25 structures with the same formula, charge and spin**: 290.2 kJ/mol
**Kohn-Sham gap (alpha / beta)**: 7.8 / 7.8 eV
**Largest force on an atom**: 0.04553 hartree/bohr
**HOMO (alpha / beta)**: -9.4 / -9.4 eV
**Structure (SMILES)**: C=C.O=S

Last column: Löwdin charge in e.
Atoms and positions in Å:
C -0.9193 0.4676 -0.7079  -0.0957
C -0.9679 -0.7468 -0.2453  -0.1062
O 2.5007 1.0927 1.6585  -0.7017
S 3.2250 -0.1457 1.2356  0.6921
H -1.2695 1.2349 0.0188  0.0666
H -1.3592 -1.0209 0.7151  0.0437
H -0.7126 -1.5157 -0.9926  0.0549
H -0.4973 0.6340 -1.6822  0.0463

Here is an isolated molecule of C2H4OS from the Open Molecules 2025 dataset. Energies are from ωB97M-V/def2-TZVPD.

Output
**LUMO level**: 0.908 eV
**Energy above the lowest of the compared OMol25 structures with the same formula, charge and spin**: 184.4 kJ/mol
**Kohn-Sham gap**: 10.0 eV
**Largest force on an atom**: 0.03986 hartree/bohr
**HOMO**: -9.1 eV

Last column: Löwdin charge in e.
Atoms and positions in Å:
C -0.2629 0.7100 -0.2624  -0.3499
C -0.0955 -0.6161 0.3791  -0.3108
O -2.7750 -0.2399 -0.6253  -0.5866
S -1.8779 0.1189 0.4736  0.8812
H 0.0767 1.6516 0.2806  0.0934
H -0.4819 0.7818 -1.3604  0.0983
H -0.0528 -1.5285 -0.2134  0.0730
H 0.4079 -0.7363 1.4082  0.1015

Here is an isolated molecule of C2H4OS from the Open Molecules 2025 dataset. Energies are from ωB97M-V/def2-TZVPD.

Output
**LUMO level**: 0.600 eV
**Energy above the lowest of the compared OMol25 structures with the same formula, charge and spin**: 266.5 kJ/mol
**Kohn-Sham gap**: 9.3 eV
**Largest force on an atom**: 0.11831 hartree/bohr
**HOMO**: -8.7 eV
**Structure (SMILES)**: C=CSO

Last column: Löwdin charge in e.
Atoms and positions in Å:
C -0.8943 0.4552 0.8162  -0.1094
C -0.1991 -0.0655 -0.1284  -0.2627
O 2.0472 -0.0746 -1.9854  -0.5358
S 1.3279 1.1433 -1.1117  0.7333
H -1.6872 -0.1486 1.1596  0.0448
H -0.6302 1.4503 1.1960  0.0723
H -0.0795 -1.0146 -0.7427  0.0717
H 1.5557 -0.3551 -2.7129  -0.0143

Here is a cluster of 2 separate species, C2H4OS in total from the Open Molecules 2025 dataset. Energies are from ωB97M-V/def2-TZVPD.

Output
**LUMO level (alpha / beta)**: 0.395 / -1.192 eV
**Energy above the lowest of the compared OMol25 structures with the same formula, charge and spin**: 507.8 kJ/mol
**Kohn-Sham gap (alpha / beta)**: 9.5 / 6.7 eV
**Largest force on an atom**: 0.08031 hartree/bohr
**HOMO (alpha / beta)**: -9.1 / -7.9 eV

Last column: Löwdin charge in e.
Atoms and positions in Å:
C -1.0884 0.0833 0.3058  -0.0006
C -1.7750 -0.7491 -0.3488  -0.1408
O 2.6289 0.9719 0.5783  -0.6305
S 2.1499 -0.5111 0.2186  0.5934
H -0.5362 0.9735 0.6873  0.0432
H -1.1723 -1.5498 -0.7224  0.0375
H -2.8263 -0.8775 -0.6108  0.0575
H 2.6194 1.6587 -0.1079  0.0404

Here is an isolated molecule of C2H4OS2 from the Open Molecules 2025 dataset. Energies are from ωB97M-V/def2-TZVPD.

Output
**LUMO level**: 0.628 eV
**Energy above the lowest of the compared OMol25 structures with the same formula, charge and spin**: 220.4 kJ/mol
**Kohn-Sham gap**: 9.8 eV
**Largest force on an atom**: 0.08934 hartree/bohr
**HOMO**: -9.2 eV
**Structure (SMILES)**: SC1(S)CO1

Last column: Löwdin charge in e.
Atoms and positions in Å:
C 0.8190 0.1583 -0.7832  -0.1639
C -0.3801 0.0188 0.0470  -1.1647
O 0.5010 0.9641 0.3551  -0.0758
S -2.0210 0.2601 -0.3322  0.7959
S -0.2283 -1.6790 1.1942  0.6015
H 1.5746 -0.6449 -0.6144  0.1018
H 0.8281 0.6678 -1.8293  0.1484
H -1.7796 1.5973 -0.1493  -0.0666
H 0.6862 -1.3424 2.1120  -0.1767

Here is a structure of composition C2H4OSSi from the Open Molecules 2025 dataset. Energies are from ωB97M-V/def2-TZVPD.

Output
**LUMO level (alpha / beta)**: 0.142 / 0.142 eV
**Energy above the lowest of the compared OMol25 structures with the same formula, charge and spin**: 173.6 kJ/mol
**Kohn-Sham gap (alpha / beta)**: 8.1 / 8.1 eV
**Largest force on an atom**: 0.17844 hartree/bohr
**HOMO (alpha / beta)**: -8.0 / -8.0 eV

Last column: Löwdin charge in e.
Atoms and positions in Å:
C -0.1284 0.9775 -0.4615  -0.1772
C 0.8787 0.8365 0.8017  -0.4150
O 0.0349 -1.6275 0.6094  -0.6614
Si -0.7997 -0.7140 -0.5420  0.4548
S 1.1783 -0.7415 1.4039  0.8845
H -0.1319 1.8898 -0.9144  -0.0216
H 1.3875 1.5513 1.3496  0.0105
H -2.2176 -0.7806 -0.4992  -0.0533
H -0.2020 -1.3915 -1.7477  -0.0212